{
  "formula": "C32H31BrCl5N2NiO",
  "method": "ωB97M-V/def2-TZVPD",
  "symbols": ["Ni", "C", "C", "C", "C", "C", "C", "C", "Br", "C", "O", "C", "C", "C", "C", "C", "C", "H", "H", "H", "H", "H", "H", "H", "H", "H", "H", "H", "H", "H", "H", "H", "H", "H", "H", "H", "H", "C", "N", "C", "C", "C", "C", "C", "N", "C", "C", "C", "C", "C", "C", "H", "H", "H", "H", "H", "H", "H", "H", "H", "H", "H", "Cl", "C", "C", "C", "Cl", "C", "Cl", "C", "Cl", "C", "Cl"],
  "positions_angstrom": [[1.407, -2.241, 0.322], [-2.830, 4.588, -0.975], [-1.399, 4.725, -0.435], [-0.577, 5.511, -1.456], [-1.432, 5.531, 0.872], [-0.817, 3.337, -0.181], [0.300, 2.845, -0.835], [0.744, 1.562, -0.581], [2.302, 1.000, -1.512], [0.122, 0.647, 0.306], [0.516, -0.572, 0.424], [-0.989, 1.191, 1.030], [-1.412, 2.482, 0.742], [-1.796, 0.448, 2.114], [-1.223, -0.898, 2.565], [-1.855, 1.318, 3.386], [-3.233, 0.232, 1.613], [-3.268, 5.572, -1.167], [-3.471, 4.065, -0.263], [-2.833, 4.018, -1.906], [-1.018, 6.501, -1.600], [-0.556, 5.008, -2.424], [0.453, 5.647, -1.118], [-1.855, 6.525, 0.699], [-0.423, 5.649, 1.272], [-2.036, 5.035, 1.632], [0.848, 3.441, -1.551], [-2.281, 2.851, 1.274], [-0.225, -0.770, 2.978], [-1.142, -1.631, 1.769], [-1.873, -1.303, 3.347], [-0.848, 1.575, 3.718], [-2.348, 0.761, 4.188], [-2.411, 2.244, 3.239], [-3.251, -0.397, 0.722], [-3.701, 1.181, 1.343], [-3.842, -0.241, 2.388], [-1.534, -2.643, -0.747], [-0.267, -3.182, -0.305], [-0.116, -4.458, -0.255], [1.128, -4.962, 0.203], [1.688, -6.231, 0.339], [2.995, -6.021, 0.791], [3.166, -4.636, 0.900], [2.043, -4.001, 0.542], [-1.508, -1.864, -2.041], [-0.346, -1.354, -2.602], [-0.403, -0.599, -3.766], [-1.618, -0.346, -4.383], [-2.785, -0.858, -3.831], [-2.725, -1.613, -2.671], [-1.903, -1.983, 0.043], [-2.267, -3.452, -0.856], [-0.915, -5.137, -0.557], [1.199, -7.172, 0.140], [3.737, -6.769, 1.021], [4.041, -4.093, 1.224], [0.609, -1.524, -2.122], [0.514, -0.195, -4.174], [-1.659, 0.250, -5.286], [-3.741, -0.669, -4.303], [-3.639, -2.010, -2.240], [3.490, -2.176, -1.963], [4.051, -1.602, -0.426], [3.149, -1.574, 0.635], [3.646, -1.135, 1.852], [2.587, -1.131, 3.227], [4.967, -0.719, 2.020], [5.536, -0.181, 3.559], [5.835, -0.745, 0.934], [7.472, -0.228, 1.116], [5.374, -1.193, -0.302], [6.446, -1.231, -1.655]],
  "atomic_forces_ev_per_a": [[-0.06, 0.16, 0.10], [0.00, 0.00, 0.01], [-0.01, 0.00, 0.00], [0.00, -0.01, 0.00], [0.01, 0.00, -0.01], [-0.04, -0.01, 0.03], [0.04, -0.02, 0.01], [0.03, 0.02, -0.01], [-0.08, 0.09, -0.05], [0.13, 0.11, -0.19], [-0.28, -0.23, 0.20], [0.01, -0.06, -0.01], [0.00, 0.03, -0.03], [-0.02, 0.02, 0.01], [0.04, -0.01, 0.04], [0.00, -0.01, 0.00], [0.00, 0.03, -0.02], [0.00, 0.00, 0.00], [0.00, 0.00, 0.00], [0.00, 0.00, 0.00], [0.00, 0.00, 0.00], [0.00, 0.00, 0.00], [0.00, 0.01, 0.00], [0.00, 0.00, 0.00], [0.00, 0.00, 0.00], [0.00, -0.01, 0.00], [0.00, 0.00, 0.00], [-0.01, 0.00, 0.02], [0.05, -0.04, 0.01], [-0.01, 0.04, 0.03], [0.01, 0.01, 0.01], [0.00, -0.01, 0.00], [-0.01, 0.01, 0.00], [0.02, 0.01, -0.02], [0.02, -0.05, -0.02], [-0.02, -0.01, 0.02], [0.01, -0.02, -0.01], [-0.08, 0.01, 0.10], [0.07, 0.06, 0.02], [-0.08, -0.11, -0.05], [0.09, -0.07, -0.11], [-0.01, 0.03, 0.05], [-0.01, 0.02, 0.03], [-0.02, -0.05, 0.04], [-0.01, 0.09, -0.10], [0.00, 0.03, -0.01], [0.06, -0.03, 0.05], [-0.02, 0.02, -0.01], [0.04, 0.01, 0.00], [0.00, -0.02, 0.02], [-0.03, 0.04, -0.03], [-0.01, 0.02, -0.13], [0.02, -0.02, 0.05], [-0.02, 0.03, 0.00], [0.01, -0.01, 0.00], [0.00, -0.01, -0.01], [0.00, 0.02, -0.03], [-0.03, 0.00, 0.00], [0.02, 0.01, 0.00], [0.00, 0.00, 0.00], [0.00, 0.00, 0.00], [0.00, 0.00, 0.01], [0.07, -0.16, -0.13], [0.03, 0.02, 0.25], [0.16, -0.04, -0.05], [0.01, 0.00, -0.09], [-0.06, 0.00, 0.03], [-0.04, 0.02, 0.03], [0.01, 0.01, 0.00], [0.02, 0.02, 0.00], [0.00, 0.00, 0.00], [-0.03, -0.02, -0.05], [0.01, 0.00, -0.01]],
  "homo_lumo_gap_ha": [0.2596, 0.2596],
  "charge": -1,
  "lumo_ev": [2.511, 2.510]
}


{
  "formula": "C32H31BrN2O2",
  "method": "ωB97M-V/def2-TZVPD",
  "symbols": ["C", "O", "C", "N", "C", "C", "C", "C", "Br", "C", "C", "C", "C", "C", "C", "C", "C", "C", "C", "C", "C", "O", "C", "C", "N", "C", "C", "C", "C", "C", "C", "C", "C", "C", "C", "C", "C", "H", "H", "H", "H", "H", "H", "H", "H", "H", "H", "H", "H", "H", "H", "H", "H", "H", "H", "H", "H", "H", "H", "H", "H", "H", "H", "H", "H", "H", "H", "H"],
  "positions_angstrom": [[-1.969, 4.719, -1.090], [-1.329, 3.763, -0.267], [-1.415, 2.487, -0.671], [-2.085, 2.224, -1.758], [-2.184, 0.946, -2.181], [-2.877, 0.668, -3.374], [-2.978, -0.618, -3.831], [-2.389, -1.659, -3.103], [-2.529, -3.438, -3.776], [-1.716, -1.433, -1.933], [-1.604, -0.119, -1.451], [-0.903, 0.200, -0.264], [-0.767, 1.496, 0.138], [0.012, 1.951, 1.344], [-0.727, 1.708, 2.636], [-0.720, 2.704, 3.608], [-1.365, 2.524, 4.819], [-2.041, 1.344, 5.077], [-2.074, 0.356, 4.109], [-1.426, 0.536, 2.900], [1.489, 1.412, 1.308], [1.949, 1.777, 0.026], [2.339, 2.215, 2.327], [3.773, 1.685, 2.429], [4.446, 1.702, 1.132], [5.107, 2.967, 0.878], [5.349, 0.583, 0.950], [1.583, -0.081, 1.621], [1.403, -0.450, 2.937], [1.508, -1.777, 3.370], [1.819, -2.762, 2.481], [1.998, -2.451, 1.119], [2.281, -3.482, 0.197], [2.408, -3.226, -1.136], [2.247, -1.913, -1.599], [1.989, -0.889, -0.731], [1.868, -1.105, 0.664], [-1.796, 5.684, -0.618], [-3.039, 4.511, -1.157], [-1.547, 4.702, -2.096], [-3.317, 1.489, -3.918], [-3.503, -0.840, -4.748], [-1.259, -2.244, -1.384], [-0.458, -0.610, 0.290], [0.127, 3.034, 1.234], [-0.209, 3.636, 3.412], [-1.343, 3.310, 5.561], [-2.545, 1.201, 6.021], [-2.609, -0.564, 4.295], [-1.474, -0.246, 2.160], [2.926, 1.724, 0.068], [1.889, 2.207, 3.318], [2.357, 3.249, 1.977], [3.741, 0.654, 2.789], [4.328, 2.279, 3.172], [5.942, 3.150, 1.571], [4.389, 3.778, 0.976], [5.494, 2.970, -0.140], [5.762, 0.623, -0.057], [6.181, 0.585, 1.668], [4.793, -0.348, 1.056], [1.178, 0.294, 3.683], [1.352, -2.001, 4.415], [1.922, -3.789, 2.800], [2.381, -4.490, 0.577], [2.615, -4.023, -1.835], [2.320, -1.710, -2.657], [1.843, 0.102, -1.123]],
  "atomic_forces_ev_per_a": [[-0.20, 0.28, -0.23], [0.24, -0.15, 0.34], [-0.35, -0.49, -0.61], [0.16, 0.67, 0.35], [0.20, -0.58, 0.22], [0.01, -0.18, -0.03], [-0.04, 0.12, -0.05], [0.14, -0.35, 0.16], [0.01, 0.17, 0.07], [-0.11, -0.14, -0.22], [-0.25, 0.34, -0.28], [-0.10, 0.43, -0.01], [-0.02, -0.07, -0.08], [0.28, -0.05, -0.13], [-0.11, 0.21, 0.07], [0.00, -0.06, -0.04], [0.00, 0.05, 0.14], [-0.01, 0.02, 0.08], [-0.03, -0.10, -0.01], [-0.10, 0.08, 0.02], [-0.17, 0.46, 0.37], [-0.14, 0.14, -0.26], [0.20, -0.26, -0.05], [-0.27, 0.13, 0.17], [0.07, -0.04, -0.07], [-0.02, 0.03, -0.05], [0.04, -0.08, -0.02], [-0.01, -0.05, 0.22], [0.09, 0.08, -0.26], [0.05, -0.29, 0.00], [-0.06, 0.10, 0.19], [-0.01, 0.23, -0.04], [0.04, -0.13, -0.25], [0.02, -0.26, 0.21], [-0.03, 0.22, 0.03], [0.05, 0.05, -0.48], [0.13, -0.27, 0.19], [0.01, -0.06, 0.00], [0.08, 0.06, -0.02], [-0.06, 0.04, 0.06], [-0.05, 0.10, -0.05], [-0.03, 0.00, -0.05], [0.03, -0.09, 0.02], [0.00, -0.01, 0.06], [0.06, -0.18, 0.09], [0.06, 0.09, -0.06], [-0.01, 0.07, 0.05], [-0.05, -0.01, 0.07], [-0.05, -0.08, 0.01], [-0.01, -0.07, -0.06], [0.11, -0.03, 0.14], [-0.01, 0.04, 0.04], [-0.11, 0.04, 0.01], [0.07, 0.09, -0.01], [0.04, -0.08, -0.04], [0.00, -0.02, 0.02], [0.01, 0.10, -0.02], [0.03, 0.07, -0.03], [0.06, -0.06, -0.02], [0.02, 0.01, 0.03], [0.02, -0.06, 0.00], [0.02, 0.11, 0.04], [0.00, -0.05, 0.09], [0.00, -0.10, 0.04], [0.01, -0.09, 0.02], [0.02, -0.09, -0.03], [-0.01, 0.06, -0.08], [0.00, -0.02, 0.01]],
  "homo_lumo_gap_ha": 0.3161,
  "charge": 0,
  "smiles": "COc1nc2ccc(Br)cc2cc1[C@@H](c1ccccc1)[C@@](O)(CCN(C)C)c1cccc2ccccc12",
  "lumo_ev": 0.496
}


{
  "formula": "C32H31BrN5S4W",
  "method": "ωB97M-V/def2-TZVPD",
  "symbols": ["W", "C", "N", "C", "C", "C", "C", "C", "C", "N", "C", "C", "C", "C", "C", "C", "N", "C", "C", "C", "C", "C", "N", "H", "H", "H", "H", "H", "H", "H", "H", "H", "H", "H", "H", "H", "H", "H", "H", "H", "H", "S", "S", "S", "S", "C", "C", "C", "C", "C", "C", "C", "C", "N", "H", "H", "H", "H", "H", "H", "H", "H", "H", "Br", "C", "C", "C", "C", "C", "C", "H", "H", "H", "H"],
  "positions_angstrom": [[-0.195, 0.192, 0.535], [2.448, 1.531, -1.057], [1.556, 0.413, -1.387], [0.863, 0.695, -2.664], [-0.112, -0.428, -2.927], [-0.618, -0.671, -4.187], [-1.395, -1.799, -4.384], [-1.591, -2.669, -3.325], [-1.065, -2.339, -2.090], [-0.364, -1.219, -1.879], [2.394, -0.784, -1.644], [2.595, -1.652, -0.453], [3.524, -2.680, -0.482], [3.745, -3.407, 0.669], [3.066, -3.046, 1.825], [2.148, -2.027, 1.753], [1.874, -1.368, 0.618], [1.718, 2.718, -0.544], [2.215, 3.981, -0.780], [1.594, 5.068, -0.188], [0.495, 4.839, 0.616], [0.049, 3.541, 0.783], [0.639, 2.491, 0.210], [3.035, 1.813, -1.932], [3.144, 1.192, -0.298], [1.595, 0.727, -3.475], [0.376, 1.660, -2.615], [-0.406, 0.021, -4.998], [-1.823, -2.009, -5.360], [-2.142, -3.593, -3.444], [-1.207, -2.990, -1.235], [3.362, -0.454, -2.023], [1.948, -1.383, -2.422], [4.073, -2.888, -1.397], [4.453, -4.228, 0.676], [3.251, -3.541, 2.770], [1.618, -1.701, 2.635], [3.088, 4.108, -1.413], [1.969, 6.074, -0.351], [-0.028, 5.650, 1.111], [-0.803, 3.327, 1.396], [-1.765, 1.251, -1.248], [-3.009, 2.642, -0.420], [-3.742, 1.436, 1.059], [-1.951, 1.146, 1.985], [3.037, 1.860, 2.625], [2.108, 1.417, 3.722], [2.438, 1.715, 5.031], [1.641, 1.299, 6.085], [0.522, 0.537, 5.824], [0.142, 0.195, 4.530], [-1.079, -0.684, 4.387], [0.927, 0.679, 3.457], [0.581, 0.407, 2.107], [3.996, 2.177, 3.041], [2.622, 2.699, 2.065], [3.218, 1.041, 1.933], [3.344, 2.280, 5.224], [1.904, 1.556, 7.107], [-0.088, 0.175, 6.647], [-1.000, -1.538, 5.067], [-1.218, -1.057, 3.392], [-1.985, -0.135, 4.658], [-4.102, -5.347, 1.446], [-2.989, -3.848, 1.218], [-1.725, -3.840, 1.783], [-0.910, -2.727, 1.603], [-1.312, -1.621, 0.863], [-2.604, -1.668, 0.322], [-3.439, -2.760, 0.488], [-1.379, -4.685, 2.373], [0.058, -2.758, 2.071], [-2.984, -0.837, -0.248], [-4.434, -2.761, 0.051]],
  "atomic_forces_ev_per_a": [[0.70, 0.62, 1.58], [-0.04, -0.22, -0.16], [-0.29, 0.11, 0.03], [-0.03, -0.21, 0.11], [0.16, -0.01, 0.13], [-0.02, 0.15, -0.23], [-0.07, -0.02, -0.19], [-0.03, -0.10, 0.01], [0.10, 0.09, 0.07], [-0.14, -0.19, -0.05], [-0.02, 0.10, 0.11], [0.05, 0.09, -0.03], [0.24, -0.09, -0.12], [0.11, -0.15, -0.03], [0.16, -0.12, 0.12], [-0.03, 0.21, 0.10], [-0.53, -0.11, 0.01], [-0.10, 0.07, 0.06], [0.17, 0.25, -0.12], [0.08, 0.21, -0.03], [-0.08, 0.20, 0.07], [0.15, 0.06, -0.07], [0.08, 0.00, 0.07], [0.12, 0.01, -0.14], [0.16, -0.13, 0.24], [0.14, 0.02, -0.11], [-0.13, 0.16, 0.04], [-0.02, -0.11, 0.08], [0.07, 0.02, 0.12], [0.00, 0.06, 0.00], [0.03, 0.07, -0.09], [0.16, 0.02, -0.05], [-0.13, -0.13, -0.26], [-0.07, 0.03, 0.14], [-0.03, 0.08, 0.00], [-0.03, 0.02, -0.09], [-0.03, 0.02, 0.01], [-0.12, -0.01, 0.09], [-0.06, -0.13, 0.02], [0.07, -0.12, -0.07], [-0.27, -0.07, 0.20], [0.07, -0.24, -0.01], [0.01, 0.11, -0.09], [-0.17, 0.04, 0.07], [0.64, -0.23, -0.44], [-0.10, 0.04, 0.03], [-0.10, -0.08, -0.21], [0.09, 0.05, 0.09], [0.05, 0.06, 0.15], [-0.06, -0.04, 0.14], [-0.11, -0.06, -0.28], [0.12, 0.12, 0.39], [-0.03, 0.20, -0.40], [-0.62, -0.38, -0.12], [-0.13, -0.05, -0.04], [-0.01, 0.02, -0.06], [0.05, -0.08, -0.15], [-0.09, -0.05, -0.01], [-0.02, -0.06, -0.14], [0.05, 0.04, -0.09], [0.04, 0.10, -0.04], [-0.03, -0.16, -0.37], [0.12, -0.02, 0.00], [-0.10, -0.13, 0.02], [0.11, 0.00, 0.03], [0.01, -0.07, 0.02], [0.00, -0.24, -0.01], [-0.01, 0.37, -0.02], [-0.17, -0.17, 0.05], [-0.08, 0.01, -0.03], [-0.07, 0.13, -0.13], [-0.03, -0.03, 0.06], [-0.04, 0.06, -0.09], [0.14, -0.01, 0.08]],
  "homo_lumo_gap_ha": 0.2267,
  "charge": 1,
  "relative_energy_ev": 0.770,
  "lumo_ev": -3.970
}